Molecular formula: C37H35N6O5RuSi
Method: DFT, wB97M-V/def2-TZVPD

Element x y z (Å)
O 0.370 -1.730 -0.608
C -6.532 -2.433 1.648
C -5.461 -1.570 1.486
N -3.121 -0.085 1.275
C 2.369 -3.108 2.003
C 1.972 0.431 3.291
C -2.696 -4.041 -3.287
Ru -0.822 0.036 -0.814
C 1.194 -0.654 1.299
H -7.410 -2.093 2.180
C 1.294 1.546 2.882
H -1.087 4.548 1.019
H 4.765 -1.092 1.786
C 5.590 0.469 4.701
H -1.952 2.987 1.160
H 8.708 2.971 3.729
H 0.527 -4.458 -4.249
C -3.406 2.263 -4.788
H 5.432 0.360 5.767
H 2.818 -4.035 2.337
O -1.401 -0.664 -2.702
O 7.346 2.491 2.230
C -1.677 3.795 0.485
H 7.284 4.049 3.610
H -5.322 -5.151 0.033
N -3.212 -1.160 0.609
C -4.344 -2.024 0.799
N 0.539 0.463 0.889
C 0.602 1.527 1.669
H 1.485 -3.920 0.229
C 8.007 3.456 3.047
H 2.499 0.425 4.235
H -0.568 5.601 -1.688
H 1.428 2.195 -0.712
C 1.950 -0.710 2.470
H -1.586 -5.719 -4.031
O -2.287 -1.521 -0.245
O -2.089 0.597 0.979
C -2.818 2.527 -3.560
N -1.401 1.720 -1.664
C -2.660 -2.701 -2.935
H -5.489 -0.565 1.878
H 6.856 2.178 4.881
N 3.365 -2.118 3.897
C -1.550 -4.673 -3.756
H -3.754 0.816 -6.342
C 1.044 -1.826 0.445
C 1.645 -3.052 0.853
C 5.995 0.629 1.961
C 6.589 1.566 2.824
H -2.949 3.508 -3.132
C -1.098 4.795 -2.209
H 0.069 2.404 1.343
H -3.623 -4.593 -3.193
H -3.960 3.052 -5.281
C -2.626 0.003 -4.710
H -7.331 -4.385 1.254
C -2.074 0.294 -3.484
C 2.615 -1.953 2.788
H -2.546 -0.991 -5.129
C -4.277 -3.301 0.268
C -3.303 1.015 -5.380
Si -0.822 3.303 -1.113
C 6.387 1.481 4.203
C -2.092 1.549 -2.878
C -0.314 -2.622 -3.534
H -2.610 4.284 0.192
C -0.363 -3.967 -3.879
H 6.206 0.703 0.903
C -5.362 -4.149 0.439
C 4.957 -0.429 3.844
H -3.536 -2.189 -2.561
H 0.600 -2.048 -3.618
C -6.486 -3.720 1.127
C 5.188 -0.360 2.460
H -0.669 4.713 -3.209
N 4.171 -1.398 4.490
C 1.053 3.169 -1.022
H -3.391 -3.613 -0.266
H 1.432 3.342 -2.033
H 8.550 4.099 2.363
H -2.138 5.109 -2.287
C -1.464 -2.024 -3.069
H 1.275 2.446 3.480
H 1.499 3.931 -0.377

Computed properties:
- HOMO-LUMO gap (alpha / beta) (eV) = 5.9 / 5.1
- expectation value of S² = 6.07
- 2S+1 = 5
- net charge = +1
- maximum force (eV/A) = 0.39
- HOMO energy (alpha / beta) (eV) = -9.8 / -10.0
- E (Ha) = -2519.6921



Molecular formula: C37H36AsN6O4SW
Method: DFT, wB97M-V/def2-TZVPD

Element x y z (Å)
O 0.231 -1.318 -1.338
H 1.353 0.174 2.728
N 1.691 2.092 2.370
C -0.330 -1.992 -6.046
C 1.070 2.361 -3.353
H -1.046 -0.297 -4.942
C 0.673 -3.757 -4.736
C 3.483 2.393 -3.404
H -2.440 2.926 2.960
H -3.845 -3.224 1.462
C -2.985 1.896 -2.089
H 0.448 -3.812 -6.868
C 5.504 0.753 1.378
C -0.161 -1.782 -3.659
H -3.569 1.597 2.849
O 2.243 -3.493 0.956
H 2.202 4.523 -5.699
H 2.223 2.328 3.199
H -2.353 2.270 -2.897
C 5.093 3.017 0.665
C -1.916 1.461 1.525
N -0.832 -1.856 0.994
H 0.069 -4.998 1.747
H 6.056 0.045 1.982
H 5.335 4.072 0.707
H 0.770 -3.424 -2.622
N -1.121 0.566 -1.147
H -2.001 1.342 3.657
H 1.140 -4.731 -4.684
H 4.377 3.708 -4.834
C 3.855 1.205 -0.319
S 0.643 2.527 -0.005
C -2.767 -3.168 1.407
C 1.043 3.302 -4.373
C -0.401 -1.012 -2.456
N 1.688 0.754 1.961
H 6.532 2.465 2.160
C 4.553 0.292 0.475
C 1.376 -2.685 1.017
C 3.450 3.334 -4.420
H 0.094 3.650 -4.757
C 2.290 1.908 -2.870
C -2.154 1.468 -0.930
O 1.597 -1.351 0.901
C -2.159 -1.974 1.062
H 1.120 4.995 1.120
C -2.471 1.931 0.324
C -0.078 -2.937 1.227
N 1.446 4.296 1.772
C 5.772 2.113 1.476
C 1.306 3.017 1.489
C 4.137 -3.194 -3.792
C 3.732 -2.069 -4.497
C 4.131 2.567 -0.229
W 0.366 -0.042 0.139
O -0.927 0.650 1.534
H -3.318 2.598 0.401
C 2.229 3.790 -4.904
C 3.117 -1.004 -2.438
H 4.550 -4.044 -4.319
C -0.562 -1.264 -4.895
C -1.978 -4.278 1.676
H 3.628 3.271 -0.882
As 2.481 0.562 -1.514
H 4.386 -0.772 0.377
C 3.495 -2.141 -1.728
H 2.901 -0.104 -4.387
H 4.320 -4.110 -1.855
H 2.642 0.467 1.719
C 3.219 -0.970 -3.825
H -0.632 -1.597 -7.006
C -0.597 -4.164 1.573
H 0.137 1.970 -2.967
N -1.205 0.016 -2.388
H 3.821 -2.039 -5.575
H -2.746 -1.094 0.834
C 0.460 -3.031 -3.581
C -2.505 1.842 2.834
H 4.439 2.035 -3.037
C 4.012 -3.233 -2.408
H 3.400 -2.193 -0.653
H 1.910 4.625 2.607
H -2.432 -5.220 1.950
C 0.281 -3.239 -5.966
H -3.524 1.042 -2.502
H -3.692 2.661 -1.785

Computed properties:
- HOMO-LUMO gap (alpha / beta) (eV) = 5.4 / 5.3
- 2S+1 = 1
- energy above the lowest of the compared OMol25 structures with the same formula, charge and spin (kcal/mol) = 7.1
- net charge = +3
- maximum force (eV/A) = 0.94
- HOMO energy (alpha / beta) (eV) = -15.9 / -15.9
- E (Ha) = -4761.2857



Molecular formula: C37H36F3O3S
Method: DFT, wB97M-V/def2-TZVPD

Element x y z (Å)
H -7.407 1.730 1.706
C -7.042 3.612 2.670
C 9.770 -1.852 5.465
H -4.359 5.598 2.104
O 0.255 0.200 -1.321
C 0.543 -3.391 0.973
H 11.220 -2.768 4.176
H 9.637 -3.037 2.297
C -5.026 4.750 2.020
H -7.946 3.571 3.264
C -1.760 1.893 -1.316
C -5.634 -1.476 -0.602
C 0.169 -2.058 0.874
H 6.544 -1.238 4.639
C -4.719 3.712 1.152
C -3.670 4.242 -5.546
C 8.458 -1.419 5.594
S 0.066 1.636 -1.285
C -1.410 4.110 -4.713
C -4.018 -1.510 -2.383
C 4.029 -1.933 -0.001
H 4.730 -0.938 -1.763
H 10.463 -1.735 6.289
H -6.002 -1.046 0.321
H -1.514 -1.761 3.797
H 8.127 -0.960 6.517
H 1.122 -3.846 0.179
F -2.361 1.550 -0.173
H -6.341 -3.939 -2.812
C -2.758 3.805 -4.594
C 4.965 -1.653 -0.986
C -0.556 -3.552 3.105
C 7.991 -2.159 3.354
H 7.463 -3.699 0.039
H -5.335 1.818 0.360
H -3.977 -0.125 -0.749
H -0.866 -0.435 1.808
O 0.501 2.316 -2.499
F -2.011 3.188 -1.517
H -3.813 3.747 0.561
C -4.683 -2.585 -2.957
O 0.520 2.274 -0.071
C -6.737 2.576 1.796
H 6.929 -2.070 -1.743
C -0.935 -2.220 3.004
C -1.880 5.313 -6.743
H -4.719 3.995 -5.449
H 0.452 -1.470 0.010
H -3.131 -1.107 -2.852
C -5.575 2.626 1.039
H -3.933 5.343 -7.371
C -6.186 4.699 2.780
C 5.566 -3.477 1.018
C 9.306 -2.585 3.224
H 0.480 -5.179 2.163
C -0.972 4.867 -5.791
C -6.302 -2.546 -1.182
H -0.714 3.748 -3.963
C 7.568 -1.574 4.539
C 4.330 -2.844 1.003
H 3.065 -1.440 -0.016
C 10.195 -2.433 4.278
H -7.193 -2.948 -0.715
C -4.495 -0.957 -1.202
H -6.424 5.508 3.460
C 6.200 -2.288 -0.972
H 7.298 -2.281 2.533
H -4.308 -3.022 -3.874
H 3.599 -3.058 1.772
H -0.835 -4.132 3.977
H 5.801 -4.186 1.803
C 0.184 -4.140 2.088
C 6.500 -3.202 0.029
C -3.228 4.998 -6.624
C -5.824 -3.102 -2.360
C -0.573 -1.474 1.890
H 0.079 5.108 -5.889
F -2.329 1.198 -2.295
H -1.537 5.906 -7.583
H -3.088 3.212 -3.754

Computed properties:
- HOMO-LUMO gap (eV) = 8.7
- 2S+1 = 1
- net charge = -1
- maximum force (eV/A) = 1.86
- HOMO energy (eV) = -6.3
- E (Ha) = -2355.1124



Molecular formula: C37H36N2O7P3RuS2
Method: DFT, wB97M-V/def2-TZVPD

Element x y z (Å)
C 2.887 0.133 -0.143
H 3.270 3.919 -4.401
H -0.349 7.838 -1.833
H -2.640 -0.176 2.663
H 3.411 3.788 0.536
H 2.077 -1.788 5.741
S 0.980 3.293 1.692
H -1.695 -6.895 -0.574
H -4.753 -0.188 -3.418
C 2.161 3.596 -2.598
P -1.711 -2.197 -2.445
C 2.508 -1.441 3.083
C -1.604 -6.020 0.060
C -0.972 -0.137 4.004
O -2.312 -0.509 0.194
H -1.855 -0.118 5.943
C 1.420 -4.391 -1.341
H -2.591 -3.896 -1.400
C 0.103 5.840 -1.201
H -2.777 7.607 -1.445
C 1.225 -1.334 5.245
C -0.984 -0.397 5.359
H -1.297 -2.824 2.234
C 1.970 -0.902 -0.220
H -3.778 -1.239 -4.471
H -2.157 3.594 -0.074
H 0.368 -6.188 -1.825
H 5.482 4.286 -0.753
C -2.621 5.585 -0.735
H 3.244 -1.957 3.699
C -2.121 0.531 3.311
N 0.514 -3.013 0.399
C -2.807 -0.718 -2.651
C 3.400 3.814 -0.548
C 1.288 -1.101 3.886
C -2.385 -4.639 1.872
H 5.681 -1.449 -1.231
C -0.460 -3.939 0.603
C 2.204 3.569 -1.207
C -1.771 4.523 -0.476
H -3.291 -6.505 1.267
P 0.677 3.233 -0.246
C 0.164 -0.523 3.215
N 0.173 -0.328 1.905
C 3.755 -2.362 -0.999
H -3.681 5.483 -0.538
H 4.104 -3.349 -1.283
C -2.499 -5.792 1.074
H -3.091 -4.472 2.676
O -3.427 1.426 -1.053
C -0.553 -5.112 -0.190
H 0.073 -1.194 7.056
C -1.392 -3.724 1.638
C -4.062 -1.032 -3.440
C 4.550 4.097 -1.273
H 4.908 0.771 -0.449
H -1.752 1.327 2.661
H -4.696 -1.269 0.101
H -2.832 0.945 4.028
Ru -0.046 -0.832 0.135
C 2.427 -2.168 -0.628
H 1.166 5.946 -1.372
H 2.243 -2.069 2.230
C 4.213 -0.057 -0.517
H 5.393 4.383 -3.225
O -2.636 -2.933 -1.305
C 4.502 4.144 -2.658
H 2.955 -0.532 2.675
O -1.575 -3.089 -3.611
H 2.174 -4.508 -2.108
H 2.576 1.096 0.237
C 0.424 -5.313 -1.190
C -2.114 6.777 -1.235
C -0.751 6.904 -1.460
C -0.405 4.637 -0.723
O -0.454 -1.582 -1.855
S -0.190 1.588 -1.077
C 1.440 -3.245 -0.533
H 1.230 3.381 -3.109
C 0.100 -1.000 5.991
C 3.307 3.889 -3.319
C 4.644 -1.302 -0.954
O -4.719 -0.603 -0.602
H -1.160 0.265 -3.040
H -4.552 -1.909 -3.022
H -2.551 1.854 -1.209
P -3.225 -0.140 -0.924
O -2.098 0.338 -3.277

Computed properties:
- HOMO-LUMO gap (alpha / beta) (eV) = 5.8 / 7.0
- expectation value of S² = 6.06
- 2S+1 = 5
- net charge = -1
- maximum force (eV/A) = 1.71
- HOMO energy (alpha / beta) (eV) = -3.8 / -5.1
- E (Ha) = -3983.4182



Molecular formula: C37H37BrF10N5O2PS2Sb2Tl
Method: DFT, wB97M-V/def2-TZVPD

Element x y z (Å)
H -3.936 4.109 -0.545
H -2.090 4.146 3.254
C 3.468 0.037 -0.928
H -6.126 3.759 0.326
H -1.235 2.158 -3.401
C -1.321 1.093 -3.556
H -3.860 5.450 1.183
C -0.885 4.406 -1.072
H -0.791 2.212 -1.008
C -0.451 -4.411 -2.460
H -5.281 2.753 1.518
C -2.253 4.512 2.256
C 5.838 -1.538 0.681
C 5.024 -3.615 2.278
N 0.210 -1.781 -2.306
C -2.078 0.637 -4.614
C -2.282 -5.003 -1.033
C -1.173 -0.271 6.580
H 4.080 -1.911 -1.610
H -3.069 6.556 2.296
C 4.095 -2.588 2.039
C 4.218 0.884 -3.582
Tl -0.382 -1.422 0.102
H -4.054 2.467 -1.199
F 7.923 -2.642 0.371
C 3.387 0.984 1.817
C 6.305 -3.685 1.704
C -0.561 -1.035 -3.117
F -2.823 -0.018 0.004
H -0.760 -4.746 -4.639
H -1.300 4.884 1.847
C -0.948 -4.609 -1.176
H -2.679 -1.258 -5.563
H 1.394 0.863 2.716
O 1.784 -3.415 -1.518
F 4.603 -4.721 2.967
C 2.347 1.451 2.704
O 1.339 -3.214 -4.002
C -5.450 2.911 0.455
F 6.256 -0.500 -0.060
P 3.107 -0.502 0.747
H -0.056 1.510 5.748
H -5.959 1.968 0.147
C 3.837 3.130 3.550
F -3.822 -1.724 -1.852
H 1.815 2.896 4.186
H -4.927 -4.807 -1.165
C 6.664 -2.671 0.838
C -2.522 -5.152 -3.463
H -0.884 -0.236 7.610
C -4.193 3.087 -0.315
H 5.269 1.464 0.941
Sb -2.555 2.659 1.085
S -2.413 -1.353 5.974
H 4.520 1.263 -4.553
C 4.518 -1.553 1.202
C -3.387 5.512 2.190
N -1.235 -1.569 -4.147
N -4.506 -5.100 -2.058
H -2.677 1.249 -5.283
C -2.051 -0.763 -4.798
C 2.612 2.495 3.539
H 3.452 2.782 -2.934
C -0.788 3.080 -0.318
F 7.095 -4.737 2.000
C 4.826 2.729 2.672
C -1.201 -4.791 -3.600
C -0.736 0.637 5.611
F -5.282 -3.068 0.072
H 0.067 4.756 -1.472
H -5.052 -4.793 -2.841
H 4.621 -1.218 -3.916
Br 2.388 -2.552 2.993
Sb -4.233 -1.430 0.012
N -1.333 0.468 4.406
H -4.149 5.240 2.943
H 0.087 3.079 0.363
C 3.975 -0.872 -1.858
H -0.279 -4.459 -0.314
H -1.634 4.330 -1.884
H 2.838 2.110 -0.715
H -1.271 5.221 -0.425
H 3.983 3.982 4.213
C 4.334 -0.448 -3.169
H 5.747 3.304 2.598
H -2.704 -0.868 3.591
C -3.152 -5.056 -2.172
F -2.802 -2.526 0.634
H -2.690 -5.155 -0.007
N -0.554 0.304 -2.846
C 3.242 1.375 -1.400
F -4.604 -0.924 1.861
F -5.622 -0.285 -0.579
C 4.577 1.699 1.748
C 3.642 1.764 -2.661
C -2.172 -0.594 4.482
H -3.132 -5.553 -4.285
S 0.881 -3.222 -2.635

Computed properties:
- HOMO-LUMO gap (alpha / beta) (eV) = 6.5 / 2.9
- expectation value of S² = 0.75
- 2S+1 = 2
- energy above the lowest of the compared OMol25 structures with the same formula, charge and spin (kcal/mol) = 79.7
- maximum force (eV/A) = 2.90
- HOMO energy (alpha / beta) (eV) = -7.1 / -7.1
- E (Ha) = -7219.7305